1 | DFT (ωB97M-V with the def2-TZVPD basis set) results for an isolated molecule of C2H5NOS.

The calculation puts the highest occupied orbital energy at -9.5 eV. The molar mass comes out at 91.13 g/mol. As for the gap between HOMO and LUMO: 10.31 eV. The calculation puts the LUMO energy at 0.8 eV. Its net charge is 0.

Last column: natural (NBO) charge in e.
Positions of all 10 atoms, in Å:
C (-1.34, 1.04, 1.01)  -0.753
C (1.74, -0.88, -0.91)  0.522
H (-0.46, 1.46, 1.69)  0.232
H (-1.92, 1.96, 0.66)  0.232
H (-1.85, 0.14, 1.61)  0.239
H (0.00, -1.72, -0.87)  0.408
H (2.42, 0.11, -0.99)  0.159
N (0.28, -0.68, -0.83)  -0.840
O (2.08, -2.03, -0.56)  -0.583
S (-0.95, 0.59, -0.82)  0.384

***

2 | DFT (ωB97M-V with the def2-TZVPD basis set) results for C2H5NOS as an isolated structure.

The calculation puts the highest occupied orbital energy at -8.9 eV. The molar mass comes out at 91.13 g/mol. As for the gap between HOMO and LUMO: 8.72 eV. The calculation puts the LUMO energy at -0.2 eV. Its net charge is 0.

Last column: natural (NBO) charge in e.
Positions of all 10 atoms, in Å:
C (1.37, -0.60, -0.09)  -0.264
C (-1.28, -0.17, -0.18)  0.243
H (1.91, -0.05, 0.82)  0.190
H (1.74, -1.61, -0.01)  0.212
H (1.69, -0.26, -0.99)  0.190
H (-1.71, 1.94, 0.48)  0.390
H (0.01, 1.29, 0.60)  0.347
N (-0.95, 1.15, -0.36)  -0.780
O (-0.08, -0.96, -0.18)  -0.549
S (-2.70, -0.72, -0.08)  0.021

***

3 | DFT (ωB97M-V with the def2-TZVPD basis set) results for a 2-piece molecular cluster, C2H5NOS overall.

The calculation puts the highest occupied orbital energy at -7.7 eV. The molar mass comes out at 91.13 g/mol. As for the gap between HOMO and LUMO: 7.91 eV. The calculation puts the LUMO energy at 0.2 eV. Its net charge is 0.

Last column: natural (NBO) charge in e.
Positions of all 10 atoms, in Å:
C (1.05, 0.00, 0.14)  0.378
C (2.21, -0.80, -0.21)  -0.712
N (0.23, 0.75, 0.46)  -0.421
O (-2.46, 0.90, -0.14)  -0.819
S (-3.60, -0.62, 0.17)  -0.290
H (2.84, -0.11, -0.62)  0.258
H (2.58, -1.16, 0.67)  0.254
H (1.83, -1.73, -0.71)  0.272
H (-1.64, 1.05, 0.40)  0.552
H (-3.04, 1.73, -0.17)  0.529

***

4 | DFT (ωB97M-V with the def2-TZVPD basis set) results for a 2-piece molecular cluster, C2H5NOS overall.

The calculation puts the highest occupied orbital energy (spin up / spin down) at -8.7 / -8.7 eV. The molar mass comes out at 91.13 g/mol. As for the gap between HOMO and LUMO (spin up / spin down): 7.86 / 8.04 eV. The calculation puts the LUMO energy (spin up / spin down) at -0.9 / -0.7 eV. Its net charge is 0.

Last column: natural (NBO) charge in e.
Positions of all 10 atoms, in Å:
C (0.48, 1.19, 0.20)  -0.125
C (-0.83, -1.45, -0.25)  -0.580
N (-0.49, 1.92, -0.20)  -0.603
O (2.34, -0.66, 0.14)  -0.924
S (1.25, -0.15, -0.70)  1.073
H (1.03, 1.07, 1.13)  0.182
H (-1.27, -1.22, -1.12)  0.177
H (-0.96, -0.80, 0.65)  0.216
H (-0.70, -2.58, -0.29)  0.216
H (-0.85, 2.66, 0.44)  0.365

***

The most stable arrangement is 1, and the next structure is 0.923 eV less stable.

***

1 | DFT (ωB97M-V with the def2-TZVPD basis set) results for a 2-piece molecular cluster, C2H5NOS overall.

The calculation puts the highest occupied orbital energy at -8.4 eV. The molar mass comes out at 91.13 g/mol. As for the gap between HOMO and LUMO: 6.13 eV. The calculation puts the LUMO energy at -2.3 eV. Its net charge is 0.

Last column: natural (NBO) charge in e.
Positions of all 10 atoms, in Å:
C (-1.75, 0.60, 0.00)  -0.107
C (-0.37, 0.01, -0.19)  0.183
H (-3.01, -1.10, -0.73)  0.486
H (-1.76, 0.98, 0.94)  0.203
H (-1.99, 1.29, -0.79)  0.185
H (-0.29, -0.96, -0.81)  0.097
H (2.37, -0.88, 2.04)  0.070
N (0.62, 0.33, 0.28)  -0.643
O (-2.65, -0.50, 0.15)  -0.738
S (2.14, -0.08, -0.17)  0.265

***

2 | DFT (ωB97M-V with the def2-TZVPD basis set) results for an isolated molecule of C2H5NOS.

The calculation puts the highest occupied orbital energy at -9.6 eV. The molar mass comes out at 91.13 g/mol. As for the gap between HOMO and LUMO: 10.06 eV. The calculation puts the LUMO energy at 0.5 eV. Its net charge is 0.

Last column: natural (NBO) charge in e.
Positions of all 10 atoms, in Å:
C (-0.34, 1.75, -0.01)  -0.426
C (-0.94, -0.79, -0.12)  0.520
H (0.34, 2.17, 0.82)  0.214
H (-1.37, 1.89, 0.29)  0.247
H (0.12, 1.96, -1.15)  0.228
H (1.53, -0.45, 1.41)  0.096
H (-0.32, -1.85, 0.03)  0.132
N (0.04, 0.26, -0.01)  -0.666
O (-2.13, -0.61, 0.06)  -0.581
S (1.51, -0.40, -0.07)  0.237

***

The most stable arrangement is 2, and the next structure is 4.520 eV less stable.

***

1 | DFT (ωB97M-V with the def2-TZVPD basis set) results for a 2-piece molecular cluster, C4H10ClNSi overall.

The calculation puts the highest occupied orbital energy (spin up / spin down) at -8.6 / -7.0 eV. The molar mass comes out at 135.67 g/mol. As for the gap between HOMO and LUMO (spin up / spin down): 8.23 / 7.21 eV. The calculation puts the LUMO energy (spin up / spin down) at -0.4 / 0.2 eV. Its net charge is 0.

Last column: natural (NBO) charge in e.
Positions of all 17 atoms, in Å:
C (-1.26, 1.97, 1.84)  -0.325
C (-0.74, 0.82, 1.42)  -0.733
C (0.64, -2.23, 0.50)  -0.413
C (1.60, 1.29, -2.27)  -0.557
N (-0.58, -1.80, -0.06)  -1.050
Si (-0.91, -0.12, -0.17)  1.383
Cl (-2.83, -0.17, -0.87)  -0.412
H (-0.86, 2.61, 2.66)  0.196
H (-2.02, 2.52, 1.33)  0.195
H (0.29, 0.49, 1.85)  0.217
H (1.31, -2.28, -0.35)  0.177
H (0.95, -1.43, 1.16)  0.201
H (0.45, -3.32, 0.75)  0.206
H (0.65, 1.41, -2.81)  0.183
H (1.99, 2.12, -1.71)  0.167
H (2.24, 0.46, -2.38)  0.166
H (-0.90, -2.36, -0.88)  0.401

***

2 | DFT (ωB97M-V with the def2-TZVPD basis set) results for a 2-piece molecular cluster, C4H10ClNSi overall.

The calculation puts the highest occupied orbital energy (spin up / spin down) at -9.5 / -6.6 eV. The molar mass comes out at 135.67 g/mol. As for the gap between HOMO and LUMO (spin up / spin down): 9.24 / 6.24 eV. The calculation puts the LUMO energy (spin up / spin down) at -0.2 / -0.3 eV. Its net charge is 0.

Last column: natural (NBO) charge in e.
Positions of all 17 atoms, in Å:
C (-0.20, -2.04, 0.74)  -0.352
C (1.13, -1.88, 0.53)  -0.685
C (-0.12, 1.47, 1.36)  -0.404
C (-1.94, 0.29, -2.21)  -0.514
N (1.12, 1.22, 0.60)  -1.072
Si (1.69, -0.22, -0.14)  1.339
Cl (3.70, 0.22, -0.42)  -0.413
H (-0.64, -3.09, 0.80)  0.195
H (-1.00, -1.32, 0.81)  0.193
H (1.68, -2.68, 0.26)  0.220
H (-0.97, 1.94, 0.88)  0.186
H (-0.39, 0.46, 1.56)  0.194
H (0.31, 2.09, 2.14)  0.200
H (-2.82, 0.28, -2.88)  0.162
H (-0.98, -0.27, -2.47)  0.189
H (-1.95, 1.38, -1.93)  0.161
H (1.37, 2.15, 0.38)  0.401

***

The most stable arrangement is 1, and the next structure is 0.772 eV less stable.

***

1 | DFT (ωB97M-V with the def2-TZVPD basis set) results for C17H22N3O7STa as an isolated structure.

The calculation puts the highest occupied orbital energy at -15.9 eV. The molar mass comes out at 593.39 g/mol. As for the gap between HOMO and LUMO: 8.17 eV. The calculation puts the LUMO energy at -7.7 eV. Its net charge is +2.

Last column: natural (NBO) charge in e.
Positions of all 51 atoms, in Å:
Ta (0.31, 0.37, 1.43)  2.285
C (1.43, 1.25, 3.46)  -0.226
C (1.88, -0.07, 3.38)  -0.221
C (0.75, -0.92, 3.51)  -0.246
C (-0.38, -0.12, 3.66)  -0.271
C (0.03, 1.25, 3.60)  -0.376
H (2.05, 2.13, 3.38)  0.259
H (2.89, -0.39, 3.19)  0.274
H (0.76, -1.99, 3.42)  0.275
H (-1.39, -0.45, 3.84)  0.286
H (-0.63, 2.08, 3.77)  0.299
N (1.75, 2.08, 0.81)  -0.838
C (3.20, 1.68, 0.73)  -0.211
C (3.47, 0.59, -0.30)  -0.551
C (2.54, -0.61, -0.25)  0.823
O (2.40, -1.39, -1.14)  -0.564
O (1.86, -0.69, 0.90)  -0.818
H (1.46, 2.35, -0.13)  0.424
H (1.68, 2.93, 1.37)  0.421
H (3.51, 1.35, 1.72)  0.214
H (3.79, 2.55, 0.46)  0.242
H (4.49, 0.22, -0.16)  0.291
H (3.44, 0.97, -1.32)  0.251
O (-4.79, -2.26, -0.37)  -0.643
C (-3.78, -3.12, -0.42)  0.771
O (-3.89, -4.23, -0.86)  -0.509
C (-2.44, -2.66, 0.08)  -0.211
C (-1.29, -3.44, 0.02)  0.093
N (-0.27, -2.71, 0.49)  -0.279
N (-0.69, -1.50, 0.87)  -0.366
C (-2.00, -1.45, 0.62)  0.062
C (-2.58, -0.09, 0.85)  0.781
O (-3.71, 0.22, 0.59)  -0.516
O (-1.64, 0.73, 1.32)  -0.759
H (-4.58, -1.39, 0.01)  0.509
H (-1.16, -4.45, -0.33)  0.284
H (0.72, -2.93, 0.51)  0.462
O (0.20, 0.72, -0.65)  -0.997
S (-0.43, -0.13, -1.82)  1.211
C (0.56, 0.34, -3.27)  -0.559
C (-0.04, 1.64, -3.79)  -0.419
C (-1.55, 1.44, -3.72)  -0.418
C (-1.86, 0.88, -2.33)  -0.569
H (0.42, -0.49, -3.97)  0.269
H (1.60, 0.35, -2.95)  0.270
H (0.30, 1.83, -4.80)  0.266
H (0.27, 2.48, -3.16)  0.214
H (-1.87, 0.73, -4.49)  0.235
H (-2.11, 2.36, -3.88)  0.264
H (-2.76, 0.26, -2.28)  0.269
H (-1.92, 1.66, -1.57)  0.260

***

2 | DFT (ωB97M-V with the def2-TZVPD basis set) results for C17H22N3O7STa as an isolated structure.

The calculation puts the highest occupied orbital energy at -14.6 eV. The molar mass comes out at 593.39 g/mol. As for the gap between HOMO and LUMO: 7.08 eV. The calculation puts the LUMO energy at -7.5 eV. Its net charge is +2.

Last column: natural (NBO) charge in e.
Positions of all 51 atoms, in Å:
Ta (0.26, 0.01, -0.28)  2.504
C (1.12, -0.39, 2.66)  -0.194
C (0.28, -1.02, 3.51)  -0.216
C (-0.28, -2.19, 2.84)  -0.225
C (0.21, -2.27, 1.59)  -0.219
C (1.12, -1.11, 1.35)  -0.729
H (1.72, 0.48, 2.87)  0.237
H (0.09, -0.74, 4.53)  0.249
H (-0.95, -2.91, 3.30)  0.247
H (0.02, -3.07, 0.88)  0.238
H (2.14, -1.39, 1.04)  0.285
N (-1.40, 1.24, -1.87)  -0.857
C (-1.81, 0.55, -3.13)  -0.202
C (-2.15, -0.95, -2.87)  -0.520
C (-1.17, -1.27, -1.81)  0.843
O (0.09, -1.22, -2.03)  -0.686
O (-1.48, -1.17, -0.58)  -0.685
H (-2.23, 1.40, -1.29)  0.401
H (-1.06, 2.17, -2.11)  0.417
H (-0.97, 0.60, -3.81)  0.222
H (-2.66, 1.04, -3.58)  0.239
H (-1.99, -1.51, -3.78)  0.282
H (-3.16, -1.08, -2.50)  0.260
O (-2.04, 4.55, 2.92)  -0.638
C (-2.69, 3.43, 3.20)  0.774
O (-3.59, 3.37, 3.98)  -0.509
C (-2.26, 2.18, 2.49)  -0.202
C (-2.89, 0.95, 2.64)  0.087
N (-2.29, 0.07, 1.84)  -0.272
N (-1.26, 0.64, 1.20)  -0.365
C (-1.23, 1.91, 1.59)  0.060
C (-0.15, 2.68, 0.93)  0.789
O (0.03, 3.86, 1.03)  -0.483
O (0.61, 1.85, 0.18)  -0.769
H (-1.35, 4.48, 2.25)  0.507
H (-3.73, 0.70, 3.26)  0.284
H (-2.46, -0.92, 1.74)  0.462
O (2.06, 0.11, -1.08)  -0.957
S (3.44, -0.59, -1.32)  1.235
C (4.60, 0.79, -1.52)  -0.563
C (4.60, 1.14, -3.01)  -0.418
C (4.56, -0.20, -3.73)  -0.419
C (3.43, -1.01, -3.09)  -0.562
H (5.56, 0.41, -1.18)  0.268
H (4.27, 1.58, -0.84)  0.278
H (5.49, 1.71, -3.26)  0.268
H (3.73, 1.75, -3.26)  0.223
H (5.51, -0.73, -3.62)  0.235
H (4.38, -0.09, -4.80)  0.264
H (3.51, -2.09, -3.20)  0.273
H (2.44, -0.68, -3.43)  0.260

***

The most stable arrangement is 1, and the next structure is 1.370 eV less stable.

***

1 | DFT (ωB97M-V with the def2-TZVPD basis set) results for a 3-piece molecular cluster, C5H12O3 overall.

The calculation puts the highest occupied orbital energy at -9.8 eV. The molar mass comes out at 120.15 g/mol. As for the gap between HOMO and LUMO: 10.12 eV. The calculation puts the LUMO energy at 0.3 eV. Its net charge is 0.

Last column: natural (NBO) charge in e.
Positions of all 20 atoms, in Å:
O (-1.44, -0.20, -1.16)  -0.582
C (-0.42, -0.61, -0.63)  0.454
C (0.16, 0.36, 0.39)  -0.524
C (1.64, 0.47, 0.10)  -0.446
C (2.43, 0.90, 1.26)  -0.169
C (1.85, 1.31, 2.39)  -0.397
H (-0.02, -1.52, -0.85)  0.160
H (-0.32, 1.36, 0.05)  0.237
H (-0.20, 0.16, 1.42)  0.233
H (2.01, -0.56, -0.28)  0.204
H (1.79, 1.20, -0.72)  0.228
H (3.42, 1.08, 1.05)  0.199
H (2.60, 1.56, 3.27)  0.199
H (0.85, 1.35, 2.65)  0.191
H (-2.14, 1.10, -2.78)  0.459
H (-2.68, 1.18, -1.48)  0.473
O (-2.91, 1.40, -2.34)  -0.933
H (-0.38, -2.78, 1.26)  0.473
H (-0.01, -3.93, 0.24)  0.487
O (-0.50, -3.06, 0.38)  -0.946

***

2 | DFT (ωB97M-V with the def2-TZVPD basis set) results for a 2-piece molecular cluster, C5H12O3 overall.

The calculation puts the highest occupied orbital energy at -10.8 eV. The molar mass comes out at 120.15 g/mol. As for the gap between HOMO and LUMO: 11.52 eV. The calculation puts the LUMO energy at 0.7 eV. Its net charge is 0.

Last column: natural (NBO) charge in e.
Positions of all 20 atoms, in Å:
O (0.48, -0.09, 2.50)  -0.628
C (1.11, -0.29, 1.48)  0.815
O (2.37, 0.17, 1.36)  -0.684
C (0.64, -1.05, 0.28)  -0.544
C (1.04, -0.43, -1.06)  -0.386
C (0.20, 0.82, -1.34)  -0.400
C (-1.27, 0.49, -1.64)  -0.626
H (2.54, 0.74, 2.14)  0.497
H (-0.45, -1.11, 0.38)  0.254
H (0.87, -2.12, 0.35)  0.251
H (2.09, -0.15, -1.04)  0.219
H (0.91, -1.17, -1.85)  0.205
H (0.21, 1.41, -0.43)  0.192
H (0.68, 1.41, -2.12)  0.208
H (-1.62, 0.88, -2.60)  0.211
H (-1.92, 0.80, -0.82)  0.227
H (-1.42, -0.58, -1.79)  0.201
H (-1.45, -0.20, 2.27)  0.494
H (-2.73, 0.64, 2.13)  0.466
O (-2.31, -0.17, 1.80)  -0.970

***

3 | DFT (ωB97M-V with the def2-TZVPD basis set) results for a 2-piece molecular cluster, C5H12O3 overall.

The calculation puts the highest occupied orbital energy at -8.9 eV. The molar mass comes out at 120.15 g/mol. As for the gap between HOMO and LUMO: 9.83 eV. The calculation puts the LUMO energy at 0.9 eV. Its net charge is 0.

Last column: natural (NBO) charge in e.
Positions of all 20 atoms, in Å:
C (-1.34, 1.48, 1.46)  0.413
C (0.58, 0.91, -1.03)  -0.659
O (-2.12, 2.52, 1.50)  -0.671
O (-2.00, 0.41, 1.01)  -0.741
H (-3.04, 2.33, 1.22)  0.468
H (-1.37, -0.33, 0.85)  0.528
H (0.87, 0.59, 1.66)  0.241
H (0.57, 1.77, -0.37)  0.229
H (1.24, 1.11, -1.88)  0.211
H (-0.43, 0.76, -1.42)  0.216
C (-0.36, -2.03, -1.18)  -0.247
C (1.04, -0.35, -0.26)  0.102
C (1.61, 0.01, 1.11)  -0.644
O (-0.03, -1.27, -0.05)  -0.571
H (1.81, -0.87, -0.85)  0.165
H (-1.18, -2.68, -0.88)  0.195
H (0.50, -2.66, -1.50)  0.172
H (-0.68, -1.41, -2.02)  0.171
H (1.84, -0.89, 1.66)  0.211
H (2.51, 0.60, 0.98)  0.210

***

4 | DFT (ωB97M-V with the def2-TZVPD basis set) results for a 2-piece molecular cluster, C5H12O3 overall.

The calculation puts the highest occupied orbital energy at -10.1 eV. The molar mass comes out at 120.15 g/mol. As for the gap between HOMO and LUMO: 10.93 eV. The calculation puts the LUMO energy at 0.8 eV. Its net charge is 0.

Last column: natural (NBO) charge in e.
Positions of all 20 atoms, in Å:
C (-1.31, -0.26, 0.41)  0.332
C (-1.83, 0.30, -0.90)  -0.238
C (-2.11, 1.58, -1.12)  -0.386
O (-0.84, 0.74, 1.30)  -0.723
O (-0.36, -1.26, 0.18)  -0.608
H (-0.29, 1.35, 0.81)  0.463
H (0.53, -1.59, 1.57)  0.495
H (-2.14, -0.74, 0.95)  0.183
H (-2.12, -0.47, -1.60)  0.211
H (-1.95, 2.34, -0.37)  0.199
H (-2.58, 1.90, -2.03)  0.205
C (1.11, -0.89, -0.64)  -0.033
C (2.11, 0.18, -0.28)  -0.659
O (1.37, -1.39, 2.06)  -0.988
H (1.12, -0.60, 2.56)  0.465
H (1.55, -1.88, -0.69)  0.211
H (0.57, -0.64, -1.55)  0.189
H (2.73, -0.11, 0.57)  0.250
H (2.78, 0.30, -1.13)  0.231
H (1.64, 1.15, -0.11)  0.201

***

The most stable arrangement is 2, and the next structure is 2.581 eV less stable.